Here is a molecular structure, C24H26N4S2SiZn at a distorted geometry from the Open Molecules 2025 dataset. Energies are from the ωB97M-V functional and the def2-TZVPD basis.

The geometry in XYZ format:
```
58
Properties=species:S:1:pos:R:3:forces:R:3
C -0.148949 -2.615998 -1.434157 1.3889 0.3126 -0.0044
C 0.763156 -1.525039 -1.329747 -0.2157 -1.2075 0.0729
C 1.706234 -1.842377 -0.250175 -0.6121 -0.3274 0.0589
H 0.849595 -0.665139 -2.018955 -0.1604 -0.6555 0.7089
C 1.348562 -3.180991 0.237961 -0.2893 0.1558 -1.0972
C 0.230631 -3.636995 -0.502002 0.9315 0.9892 0.1399
H -0.205731 -4.626418 -0.435705 -0.1130 0.1838 0.1673
H -0.908620 -2.727154 -2.202484 0.0363 0.1325 0.2343
H 2.680383 -1.344875 -0.109304 -0.6075 -0.2863 -0.1137
H 1.907223 -3.757265 0.985574 -0.3118 0.3381 -0.3331
Zn 0.215197 -1.033573 1.087085 0.7595 0.5582 -1.9079
C 0.432874 1.726783 1.848573 1.7451 -0.7326 0.2211
H 0.384522 0.587910 1.904820 0.7614 0.4697 0.7759
H -0.230625 2.047533 2.694245 0.0098 -0.1520 -1.1115
H 1.451748 2.168710 2.109992 -0.8695 -1.1189 0.0010
Si -0.000046 2.155088 -0.311117 -0.0507 0.6465 2.5514
C -1.307776 2.553657 -1.611004 -0.2638 1.1308 -0.6539
C -1.352723 2.074449 -2.922330 -1.2110 0.1155 0.1866
H -0.450344 1.716043 -3.390563 0.1673 -0.2069 -0.1473
C -2.577872 2.007942 -3.602451 -0.2897 -0.3456 0.0506
H -2.623112 1.568808 -4.603975 0.0406 0.2707 0.2417
C -3.777029 2.357284 -2.954867 0.1632 0.1914 0.2744
H -4.755855 2.214710 -3.453671 0.7531 0.0534 0.3434
C -3.713316 2.928195 -1.664632 -0.1851 -0.0869 -0.5887
H -4.653921 3.151092 -1.127818 0.6429 0.1708 -0.4091
C -2.467572 3.138473 -1.056931 -0.7844 -0.8141 -0.4292
H -2.449624 3.638308 -0.082093 0.2153 -0.4307 -0.3451
C 1.788742 2.519655 -0.847665 1.1273 -0.1639 0.0832
C 2.136666 3.176918 -2.049133 0.1140 -0.4265 0.2376
H 1.358233 3.701705 -2.603004 0.1459 -0.0764 0.0724
C 3.435519 3.109770 -2.588377 -0.2000 -0.1291 0.2982
H 3.658546 3.596806 -3.542365 -0.1133 -0.1605 0.3416
C 4.431334 2.383370 -1.931049 -0.2497 -0.1514 0.1819
H 5.408232 2.237058 -2.392546 -0.1905 0.2119 0.1386
C 4.152099 1.782002 -0.694503 -0.5041 0.1747 -0.0422
H 4.929394 1.214835 -0.157954 -0.3938 0.3586 -0.3166
C 2.857251 1.870166 -0.151716 0.0858 -0.1357 -0.4065
H 2.691205 1.362356 0.817293 -0.0843 0.3989 -0.7628
H -0.086872 0.700802 -0.682677 -0.1927 -0.2630 0.6414
H -0.806816 2.854261 0.727847 -0.6640 1.3787 -1.0051
N 2.728224 -1.942159 3.210945 -0.3325 -0.4793 0.7134
C 1.454019 -2.306837 3.471580 -0.7463 -0.1295 0.3636
N 0.387392 -1.934117 2.798613 0.5972 -0.9806 1.3877
C -0.783080 -2.597224 3.195291 2.2606 -0.6566 1.9243
C -0.576408 -3.406004 4.295401 -1.2224 0.8380 -1.3982
S 1.065126 -3.400605 4.811462 0.0115 0.4713 -0.7475
C -1.910561 -2.391482 2.339116 -2.2307 0.0517 -1.1152
C -3.179480 -2.924621 2.392271 1.8616 0.5043 0.4909
S -4.093103 -2.399668 1.037414 -0.2511 -0.1246 -0.1775
C -2.734342 -1.513882 0.421939 0.4883 0.4778 0.2362
N -1.690303 -1.567730 1.226123 -0.5407 -0.3770 0.1121
N -2.797769 -0.803832 -0.715399 -0.8810 -0.4925 0.1449
H 3.447627 -2.348786 3.804329 -0.1715 0.5001 -0.6013
H 2.945712 -1.331508 2.438302 0.0141 -0.0710 0.1075
H -1.378703 -3.966795 4.750054 0.3665 -0.1751 0.2635
H -3.515713 -3.569295 3.191842 -0.3478 0.0445 -0.3338
H -3.653949 -0.871158 -1.251923 0.4014 0.2382 0.0329
H -2.015237 -0.313159 -1.125783 0.1912 -0.0109 0.2474
```
Positions in Å, forces in eV/Å.

Properties
total charge = 0
max |F| = 3.04 eV/Å
electronic energy = -109232.19751 eV
spin multiplicity = 1

Here are the natural (NBO) charges for atoms 1 to 6, given in e: C -0.352; C -0.316; C -0.647; H 0.240; C -0.336; C -0.318